Arrangement 1

{"formula": "C5H14NO2", "method": "ωB97M-V with the def2-TZVPD basis set", "elements": ["C", "N", "C", "C", "C", "C", "O", "H", "H", "H", "H", "H", "H", "H", "H", "H", "H", "H", "H", "H", "H", "O"], "coordinates": [[1.5749, 1.3909, -0.3325], [0.9339, 0.0488, -0.3553], [0.7323, -0.4891, -1.7205], [-1.5202, 0.5760, 0.1831], [-0.1878, -0.0814, 0.5249], [0.1877, 0.3510, 2.0048], [0.0896, 1.6824, 2.0798], [2.0800, 1.3191, 0.6550], [0.8255, 2.1906, -0.1531], [2.1742, 1.5690, -1.2415], [0.2541, 0.2093, -2.3729], [1.6386, -0.6428, -2.3257], [0.2571, -1.4466, -1.4577], [-2.1323, 0.3425, 1.0670], [-1.5290, 1.6665, 0.2774], [-1.9827, 0.3333, -0.7350], [-0.4904, -1.2134, 0.4610], [-0.4687, -0.0983, 2.7686], [1.2746, 0.0393, 2.2695], [-0.9370, -2.3395, 0.1855], [-1.3891, -2.4148, -1.2768], [-1.3853, -2.9927, -0.5057]], "multiplicity": 1, "total_charge": -1, "homo_lumo_gap_ev": 6.177}


Arrangement 2

{"formula": "C5H14NO2", "method": "ωB97M-V with the def2-TZVPD basis set", "elements": ["C", "C", "N", "C", "C", "C", "O", "H", "H", "H", "H", "H", "H", "H", "H", "H", "H", "H", "H", "H", "H", "O"], "coordinates": [[-2.3350, -1.3797, -0.7386], [-1.8293, -0.2002, 0.0767], [-0.3830, 0.0274, -0.0271], [-0.0374, 0.3810, -1.4139], [0.0431, 1.0397, 0.9377], [1.5768, 1.2542, 1.0258], [2.1334, 1.7073, -0.0898], [-3.3886, -1.4895, -0.4585], [-2.2752, -1.3103, -1.8146], [-1.8544, -2.2769, -0.3483], [-2.0000, -0.4811, 1.1175], [-2.3600, 0.7420, -0.1186], [-0.3568, -0.4280, -2.0693], [-0.6527, 1.2472, -1.6856], [1.0274, 0.5956, -1.4305], [-0.3963, 0.7457, 1.8898], [-0.2918, 2.0543, 0.6707], [1.6888, 1.9311, 1.9223], [2.0487, 0.3088, 1.4203], [0.4652, -1.4944, 0.1645], [1.8063, -2.1822, 0.5596], [0.9096, -2.3871, 0.2825]], "multiplicity": 1, "total_charge": -1, "homo_lumo_gap_ev": 6.328}


Arrangement 3

{"formula": "C5H14NO2", "method": "ωB97M-V with the def2-TZVPD basis set", "elements": ["C", "N", "C", "C", "C", "O", "C", "H", "H", "H", "H", "H", "H", "H", "H", "H", "H", "H", "H", "H", "H", "O"], "coordinates": [[-2.0820, -0.0399, 1.5193], [-1.4355, 1.2407, 1.1677], [-0.0845, 0.9782, 0.7364], [-0.0514, 0.0781, -0.4730], [1.1950, -1.0379, -0.6970], [0.7518, -2.1475, -1.1875], [0.6713, 2.3648, 0.6818], [-3.0418, 0.1272, 1.8655], [-1.4726, -0.5913, 2.2086], [-2.2560, -0.6340, 0.5718], [-1.3679, 1.8861, 2.0597], [0.5033, 0.4398, 1.5279], [-0.9581, -0.5007, -0.5514], [0.1709, 0.7631, -1.3367], [1.8965, -0.4700, -1.3690], [1.7716, -1.2369, 0.4005], [1.2860, 2.5322, -0.2131], [1.3490, 2.5388, 1.4847], [-0.0380, 3.2218, 0.6557], [1.4029, -2.9043, -2.3944], [0.4945, -3.0445, -3.4965], [1.2951, -3.5637, -3.1609]], "multiplicity": 1, "total_charge": -1, "homo_lumo_gap_ev": 6.907}


Arrangement 4

{"formula": "C5H14NO2", "method": "ωB97M-V with the def2-TZVPD basis set", "elements": ["C", "C", "N", "C", "C", "C", "O", "H", "H", "H", "H", "H", "H", "H", "H", "H", "H", "H", "H", "H", "H", "O"], "coordinates": [[-2.3346, 2.3243, 0.7526], [-1.9742, 0.8496, 0.9715], [-1.7592, 0.1988, -0.3516], [-0.1195, -1.6743, 0.4963], [-0.4349, -0.4961, -0.4317], [0.7698, 0.5466, -0.5900], [1.8770, -0.1504, -1.0179], [-2.1380, 2.9217, 1.6523], [-3.4091, 2.3842, 0.5987], [-1.7015, 2.8056, 0.0184], [-2.7479, 0.2687, 1.4779], [-0.9768, 0.8448, 1.4835], [-1.6023, 0.9309, -1.0365], [0.7892, -1.5828, 1.0832], [-0.8590, -1.8447, 1.2857], [0.0912, -2.4834, -0.2046], [-0.5290, -0.9072, -1.4715], [0.4916, 1.1056, -1.5070], [0.9552, 1.1298, 0.3110], [2.6952, -0.7619, -0.1503], [3.2712, -2.2329, -0.5926], [3.5275, -1.5323, 0.0388]], "multiplicity": 1, "total_charge": -1, "homo_lumo_gap_ev": 7.032}


Of them, arrangement 2 has the highest stability.


Arrangement 1

{"formula": "C2H2ClNS", "method": "ωB97M-V with the def2-TZVPD basis set", "elements": ["H", "N", "C", "C", "S", "Cl", "H"], "coordinates": [[-0.7516, 2.0870, 0.2768], [-0.2368, 1.2686, 0.6862], [-0.1910, 0.3658, -0.1915], [0.3868, -0.9726, 0.0083], [-0.4677, -2.1757, 0.6405], [2.0784, -0.9508, -0.4305], [-0.8182, 0.3777, -0.9898]], "multiplicity": 1, "smiles": "[H]/N=C/C(=S)Cl", "homo_lumo_gap_ev": 8.674}


Arrangement 2

{"formula": "C2H2ClNS", "method": "ωB97M-V with the def2-TZVPD basis set", "elements": ["C", "C", "N", "S", "Cl", "H", "H"], "coordinates": [[-1.1026, 1.4986, -0.2975], [-0.8419, 0.1619, 0.0028], [-1.2542, 2.6289, -0.3355], [0.6759, -0.5988, -0.5567], [-1.9729, -1.1175, -0.0123], [-0.4380, 0.3546, 1.6695], [1.2528, 0.3325, 0.0946]], "multiplicity": 1, "homo_lumo_gap_ev": 8.728}


Of them, arrangement 1 has the highest stability.


Arrangement 1

{"formula": "C6H14NO", "method": "ωB97M-V with the def2-TZVPD basis set", "elements": ["C", "C", "C", "N", "H", "H", "H", "H", "H", "H", "H", "H", "C", "C", "C", "O", "H", "H", "H", "H", "H", "H"], "coordinates": [[3.4599, -1.1105, -1.9677], [2.5505, -0.4459, -0.9873], [1.2584, -0.7101, -0.9025], [0.4738, -0.1488, 0.2490], [2.9271, -1.7030, -2.7072], [3.9984, -0.3142, -2.4846], [4.1675, -1.7337, -1.4227], [2.9831, 0.3012, -0.3251], [0.6771, -1.3870, -1.5089], [0.9917, 0.5799, 0.7473], [-0.4313, 0.2005, -0.0469], [0.3138, -0.8762, 0.9541], [-1.7161, 2.0352, 0.6460], [-2.2331, 0.9319, 1.4739], [-2.7176, -0.2978, 1.0221], [-3.2071, -1.1296, 1.8794], [-0.7400, 2.3747, 1.0165], [-1.6174, 1.8562, -0.4257], [-2.3688, 2.9064, 0.7993], [-2.3200, 1.1105, 2.5442], [-2.6527, -0.6563, -0.0061], [-3.7973, -1.7833, 1.4528]], "multiplicity": 2, "total_charge": 2, "homo_lumo_gap_ev": [9.447, 5.824]}


Arrangement 2

{"formula": "C6H14NO", "method": "ωB97M-V with the def2-TZVPD basis set", "elements": ["O", "C", "C", "C", "C", "C", "C", "N", "H", "H", "H", "H", "H", "H", "H", "H", "H", "H", "H", "H", "H", "H"], "coordinates": [[-1.5007, 2.3990, -0.9589], [-0.6356, 1.6151, -1.0909], [0.1014, 0.9787, 0.2602], [0.4380, -0.4781, 0.5177], [1.7569, -0.7620, 1.2494], [0.3967, -1.1072, -0.9090], [-1.0093, -1.2889, -1.6287], [-0.8172, 1.4904, 1.4498], [-0.2014, 1.2818, -2.0507], [1.0035, 1.6310, 0.3748], [-0.4241, -0.9904, 0.9886], [2.4469, -1.2845, 0.5392], [1.4548, -1.4315, 2.1808], [2.0344, 0.1069, 1.8425], [0.8732, -2.0627, -0.8694], [1.1066, -0.7352, -1.6588], [-0.8719, -0.8921, -2.6207], [-1.7911, -0.8241, -1.0452], [-1.2280, -2.3706, -1.5618], [-0.7527, 2.4949, 1.5017], [-1.7841, 1.2344, 1.1720], [-0.5963, 0.9953, 2.3174]], "multiplicity": 2, "total_charge": 2, "homo_lumo_gap_ev": [9.536, 5.060]}


Of them, arrangement 1 has the highest stability.


Arrangement 1

{"formula": "C2H9N3O", "method": "ωB97M-V with the def2-TZVPD basis set", "elements": ["H", "N", "C", "N", "N", "C", "H", "H", "H", "H", "H", "H", "O", "H", "H"], "coordinates": [[-1.1776, 1.7254, -1.9293], [-1.2374, 1.1955, -1.0730], [-0.1232, 0.9256, -0.5340], [1.0940, 0.9421, -1.1952], [0.0034, 0.4305, 0.8163], [-1.2373, -0.1946, 1.2698], [1.9667, 1.2636, -0.8009], [1.1832, 1.1551, -2.1745], [0.1088, 1.3316, 1.3663], [-1.3716, -0.9196, 0.4429], [-1.1143, -0.8071, 2.2068], [-2.1324, 0.4313, 1.2054], [1.4064, -2.8323, -0.1007], [0.9602, -2.7331, 0.7521], [1.6712, -1.9141, -0.2521]], "multiplicity": 1, "smiles": "[H]/N=C(\\N)NC.O", "homo_lumo_gap_ev": 10.349}


Arrangement 2

{"formula": "C2H9N3O", "method": "ωB97M-V with the def2-TZVPD basis set", "elements": ["N", "C", "N", "H", "H", "H", "H", "H", "N", "C", "O", "H", "H", "H", "H"], "coordinates": [[-0.7165, -0.4760, 2.1752], [-0.4017, -0.9545, 0.8387], [-1.3718, -0.5165, -0.1401], [-1.3684, 0.2874, 2.0753], [0.0875, -0.2551, 2.7709], [-0.3098, -2.0157, 0.9477], [-0.9792, 0.0396, -0.9476], [-2.1208, -1.1431, -0.4098], [1.6191, 0.2198, -0.0124], [0.9025, 1.1257, -1.0387], [-0.0078, 0.5883, -1.9192], [2.2461, -0.3117, -0.5800], [0.7507, -0.5081, 0.5002], [0.3594, 1.8922, -0.4066], [1.6768, 1.6894, -1.5550]], "multiplicity": 1, "homo_lumo_gap_ev": 5.503}


Arrangement 3

{"formula": "C2H9N3O", "method": "ωB97M-V with the def2-TZVPD basis set", "elements": ["C", "C", "N", "N", "N", "O", "H", "H", "H", "H", "H", "H", "H", "H", "H"], "coordinates": [[0.8450, -0.5152, 0.2325], [-1.4069, 0.9026, -0.6125], [-1.0770, 0.8758, 1.5851], [0.2387, -1.7070, -0.2972], [1.7832, 0.1707, -0.6385], [-1.9431, 0.6483, 0.5461], [1.4234, -0.8173, 1.1136], [-1.5237, 0.3866, 2.3641], [-0.0194, 0.1837, 0.9914], [0.9381, -2.4068, -0.5330], [1.3310, 0.7266, -1.3539], [-0.3143, -1.5124, -1.1210], [2.4195, 0.7646, -0.1215], [-0.6831, 1.7040, -0.7019], [-2.0114, 0.5957, -1.4533]], "multiplicity": 1, "homo_lumo_gap_ev": [7.818, 7.448]}


Arrangement 4

{"formula": "C2H9N3O", "method": "ωB97M-V with the def2-TZVPD basis set", "elements": ["C", "C", "N", "N", "H", "H", "H", "H", "H", "H", "N", "O", "H", "H", "H"], "coordinates": [[1.7867, -0.3135, -1.5229], [0.8002, 0.3074, -0.5923], [-0.6219, -0.6363, -0.6070], [0.7893, 1.2753, 0.1392], [-1.2686, 0.0050, 0.0102], [-0.4815, -1.5134, -0.1135], [-0.3314, 1.3194, 0.7176], [2.0136, -1.3405, -1.2244], [1.3996, -0.3430, -2.5452], [2.7041, 0.2720, -1.5089], [-1.2957, 0.1122, 2.1988], [-1.5000, 1.0344, 1.0899], [-0.9836, -0.8165, -1.5385], [-2.2267, -0.0044, 2.5925], [-0.7840, 0.6419, 2.9044]], "multiplicity": 1, "homo_lumo_gap_ev": 8.833}


Of them, arrangement 1 has the highest stability.


Arrangement 1

{"formula": "C4H6N3", "method": "ωB97M-V with the def2-TZVPD basis set", "elements": ["C", "C", "C", "C", "N", "N", "N", "H", "H", "H", "H", "H", "H"], "coordinates": [[-1.7238, 0.6746, -0.0634], [-0.7626, -0.2992, 0.1679], [1.5847, -0.3057, 0.8179], [1.4991, -0.7510, -0.5909], [-2.8856, 0.1053, -0.0059], [-3.8301, -0.4663, 0.0993], [0.5121, 0.2279, -0.0358], [-1.6189, 1.5866, -0.5240], [1.1771, -0.7213, 1.7670], [2.2111, 0.5053, 1.0089], [2.1945, -0.2536, -1.3426], [0.9218, -1.5475, -0.9236], [0.7206, 1.2450, -0.3749]], "multiplicity": 1, "total_charge": 1, "homo_lumo_gap_ev": 9.421}


Arrangement 2

{"formula": "C4H6N3", "method": "ωB97M-V with the def2-TZVPD basis set", "elements": ["C", "C", "C", "N", "N", "C", "N", "H", "H", "H", "H", "H", "H"], "coordinates": [[0.6549, 0.6935, 1.4680], [0.0376, -0.4561, 1.2390], [-0.5954, -1.7180, 1.5501], [-0.2692, -1.2922, 0.1846], [-0.6308, -1.2424, -1.0251], [-0.3274, -0.5714, -1.9572], [-0.5143, 0.2303, -2.9727], [0.5003, 0.9436, 2.4985], [0.8717, 1.2836, 0.6157], [-0.3152, -2.6469, 1.9485], [-1.6488, -1.5486, 1.8839], [-1.4152, 0.4066, -3.2735], [0.3156, 0.6308, -3.4036]], "multiplicity": 1, "smiles": "C=C1CN1N=C=[NH2+]", "total_charge": 1, "homo_lumo_gap_ev": 8.412}


Arrangement 3

{"formula": "C4H6N3", "method": "ωB97M-V with the def2-TZVPD basis set", "elements": ["C", "C", "C", "C", "N", "N", "N", "H", "H", "H", "H", "H", "H"], "coordinates": [[0.6271, -1.1526, -0.9779], [-3.3026, 0.9468, 0.1052], [1.4084, 0.4754, 0.7064], [1.5173, -0.1179, -0.4717], [-0.2528, -1.5906, -0.2768], [-2.4477, 0.2057, 0.2596], [-1.0750, -2.0100, 0.3946], [1.0253, -1.5266, -1.8670], [-4.0404, 1.8000, 0.1783], [0.6366, 0.2233, 1.4595], [2.1686, 1.2651, 0.9788], [2.1369, 0.2751, -1.1128], [-1.9258, -1.3065, 0.2913]], "multiplicity": 1, "total_charge": 1, "homo_lumo_gap_ev": 9.294}


Arrangement 4

{"formula": "C4H6N3", "method": "ωB97M-V with the def2-TZVPD basis set", "elements": ["C", "C", "N", "C", "C", "N", "N", "H", "H", "H", "H", "H", "H"], "coordinates": [[-0.3468, 1.8846, 1.1477], [-0.0748, 1.1396, -0.1054], [0.0491, -0.1720, -0.1793], [0.3856, -1.0238, -1.2418], [0.4354, -2.2724, -0.7649], [-0.0601, -2.2224, 0.5654], [-0.2273, -1.0874, 0.9445], [-1.3642, 2.1109, 1.0417], [-0.4656, 1.0949, 1.9888], [0.3218, 2.7356, 1.2032], [-0.0593, 1.5242, -1.1674], [0.6504, -0.5210, -2.1019], [0.7559, -3.1908, -1.3305]], "multiplicity": 1, "smiles": "C/C=[N+]1/C=CN=N1", "total_charge": 1, "homo_lumo_gap_ev": 9.081}


Of them, arrangement 4 has the highest stability.


Arrangement 1

{"formula": "BrH3NO2P", "method": "ωB97M-V with the def2-TZVPD basis set", "elements": ["H", "N", "P", "O", "H", "O", "Br", "H"], "coordinates": [[-1.8472, -1.2429, 0.2669], [-1.1750, -0.5024, 0.1366], [-1.7871, 0.9282, 0.0121], [-0.4635, 1.8091, -0.1589], [0.3777, 1.3321, -0.1660], [1.6044, -1.3003, -0.2635], [2.6380, 0.0483, 0.2712], [0.6528, -1.0720, -0.0984]], "multiplicity": 1, "smiles": "[H]/N=P/O.OBr", "homo_lumo_gap_ev": 9.708}


Arrangement 2

{"formula": "BrH3NO2P", "method": "ωB97M-V with the def2-TZVPD basis set", "elements": ["N", "O", "O", "P", "Br", "H", "H", "H"], "coordinates": [[-1.6253, 0.3428, -0.2845], [0.1791, -0.6271, 1.3082], [1.8316, -0.3595, -1.1370], [-0.5089, -0.9549, -0.1051], [2.6276, 0.5273, 0.0343], [-1.6973, 1.2695, 0.2035], [-2.0924, 0.3308, -1.1753], [1.2856, -0.5291, 1.1559]], "multiplicity": 1, "homo_lumo_gap_ev": 7.585}


Of them, arrangement 1 has the highest stability.


Arrangement 1

{"formula": "C3H5FS", "method": "ωB97M-V with the def2-TZVPD basis set", "elements": ["C", "C", "F", "S", "C", "H", "H", "H", "H", "H"], "coordinates": [[2.1226, 0.6366, 0.8648], [1.1930, 0.0923, 0.0989], [1.4023, -1.0443, -0.5882], [-0.7105, 0.8315, 0.0164], [-1.5838, -0.1736, 1.2233], [1.7979, 1.5540, 1.3929], [3.0185, 0.2009, 0.7458], [-1.2800, -0.1042, 2.3073], [-1.5789, -1.1673, 0.8869], [-2.5113, 0.4554, 1.3240]], "multiplicity": 1, "smiles": "C=C(F)SC", "homo_lumo_gap_ev": 10.011}


Arrangement 2

{"formula": "C3H5FS", "method": "ωB97M-V with the def2-TZVPD basis set", "elements": ["C", "C", "C", "H", "H", "H", "H", "H", "F", "S"], "coordinates": [[-1.8196, -0.2280, 0.0864], [0.7156, 0.4404, -0.5303], [2.0783, 0.2144, -0.0479], [-1.4904, 0.3026, 1.0337], [-2.1160, 0.3934, -0.8363], [-2.5743, -1.1580, 0.7517], [0.0896, 1.3200, -0.2341], [2.9830, 0.8044, 0.2017], [2.3666, -1.1224, -0.0135], [-0.2329, -0.9670, -0.4114]], "multiplicity": 1, "homo_lumo_gap_ev": 8.768}


Of them, arrangement 1 has the highest stability.